(1)
The following is a DFT calculation (ωB97M-V with the def2-TZVPD basis set) of the molecule C4H5NO2.

The calculation puts the energy above the lowest of the compared OMol25 structures with the same formula, charge and spin at 324.6 kJ/mol. The strongest force on any atom is 4.25 eV/Å. The spin multiplicity is 1. The net charge is 0. The HOMO energy is -0.305 hartree.

Each line ends with the Mulliken charge.
Geometry (Å):
C: 1.6642 -0.2259 0.6418  -0.8637
C: 1.0805 0.1425 -0.6865  0.7200
O: 1.4945 -0.0583 -1.7782  -0.4458
N: 0.1362 1.5271 -0.4912  -0.5277
C: -0.9117 0.9355 -0.4574  0.4109
C: -1.7701 -0.0868 -0.5192  -0.3352
O: -2.3073 -0.7157 0.5858  -0.5104
H: 1.1284 0.2057 1.4824  0.3171
H: 1.6207 -1.3099 0.7551  0.2825
H: 2.7050 0.0972 0.6578  0.3029
H: -2.2031 -0.3858 -1.4641  0.3315
H: -2.6372 -0.1256 1.2738  0.3180

(2)
The following is a DFT calculation (ωB97M-V with the def2-TZVPD basis set) of a cluster of 9 separate species, C46H103N9O10 in total.

The strongest force on any atom is 6.57 eV/Å. The spin multiplicity is 1. The net charge is 0. The HOMO energy is -0.306 hartree.

Each line ends with the Mulliken charge.
Geometry (Å):
C: -1.3221 3.8819 3.3773  -0.7534
O: -0.1069 3.6832 2.6163  -0.4007
C: -0.3617 3.2764 1.2245  -0.4781
C: 0.9782 2.9801 0.5171  -0.5646
N: 1.8221 2.0065 1.2469  -0.1038
C: 2.8369 1.3948 0.3699  0.4471
C: 3.9395 0.6731 1.1556  -0.0686
O: 5.0383 0.4021 0.3482  -0.5565
C: 4.8928 -0.7415 -0.5155  -0.0447
H: -0.9762 3.9758 4.4067  0.2690
H: -1.9285 2.9777 3.3240  0.2770
H: -1.9053 4.7295 3.0172  0.2734
H: -0.8098 4.1573 0.7648  0.6396
H: -1.0955 2.4721 1.1709  0.0377
H: 1.5828 3.8846 0.4521  0.8360
H: 0.7082 2.6740 -0.4936  0.1544
H: 1.1465 1.3306 1.5738  -0.1332
H: 3.2657 2.2240 -0.1928  0.5036
H: 2.4652 0.7649 -0.4383  -0.4830
H: 3.6943 -0.2740 1.6362  -0.0497
H: 4.3432 1.2252 2.0043  0.1333
H: 4.6885 -1.6412 0.0648  -0.0526
H: 5.7388 -0.8679 -1.1911  0.4080
H: 4.0734 -0.5437 -1.2066  -0.0335
C: 0.4443 -1.8916 -6.9243  -0.4318
O: 0.4149 -0.4744 -7.0247  -0.4180
C: 0.6624 0.0785 -5.7831  -0.3471
C: 0.7551 1.6566 -5.8656  -0.3763
N: 1.8484 2.0136 -6.7203  -0.3144
C: 1.7168 3.3746 -7.2063  -0.5583
C: 2.8268 3.6930 -8.2343  -0.7016
O: 2.5842 2.9224 -9.4147  -0.2976
C: 3.3903 3.3619 -10.5843  -0.7574
H: 0.5125 -2.2429 -7.9538  0.2889
H: -0.5394 -2.1983 -6.5687  0.2817
H: 1.2284 -2.1613 -6.2168  0.0470
H: 1.6019 -0.2033 -5.3078  0.1527
H: -0.1941 -0.1780 -5.1597  0.4752
H: 0.9883 2.0717 -4.8850  0.0667
H: -0.2049 2.1363 -6.0564  0.3116
H: 1.8812 1.3532 -7.4838  0.3219
H: 1.7923 4.1058 -6.4014  0.3467
H: 0.7732 3.5962 -7.7048  0.3325
H: 3.7618 3.3746 -7.7734  0.3098
H: 2.9450 4.7693 -8.3590  0.4920
H: 4.4620 3.1755 -10.6529  0.2872
H: 3.2715 4.4420 -10.6702  0.3114
H: 2.8658 2.8909 -11.4157  0.2454
C: -1.2017 -8.3117 11.9967  -0.7470
O: -2.0104 -7.7169 10.9574  -0.3071
C: -1.3432 -7.5795 9.6944  -0.4431
C: -2.3687 -7.2556 8.6105  -0.5719
N: -1.7635 -6.7951 7.3768  -0.3742
C: -2.9131 -6.2367 6.5910  -0.6183
C: -2.5279 -5.6263 5.2460  -0.6505
O: -1.7255 -4.4669 5.5165  -0.3309
C: -1.3063 -3.7557 4.3544  -0.8198
H: -0.9168 -9.3594 11.9004  0.3031
H: -1.7567 -8.2072 12.9290  0.2612
H: -0.2681 -7.7654 12.1315  0.3058
H: -0.7993 -8.4963 9.4672  0.3399
H: -0.6215 -6.7665 9.7746  0.2641
H: -2.9213 -6.4469 9.0887  0.3138
H: -3.1263 -8.0210 8.4417  0.3120
H: -1.1346 -6.0488 7.6366  0.2625
H: -3.3528 -5.3925 7.1221  0.3554
H: -3.6412 -7.0348 6.4458  0.4222
H: -3.3701 -5.2994 4.6363  0.4007
H: -2.0404 -6.4075 4.6627  0.3322
H: -2.1725 -3.3227 3.8541  0.3396
H: -0.7340 -4.3554 3.6466  0.3452
H: -0.7063 -2.9242 4.7240  0.2148
C: -0.2279 -0.0957 3.2642  -0.2995
O: 0.2955 -0.2892 1.9689  0.1616
C: -0.2564 -1.3677 1.2583  -0.8288
C: 0.2064 -1.2520 -0.2018  -0.7654
N: -0.3185 -0.0074 -0.7361  1.1264
C: -0.2044 0.0909 -2.1854  -0.7745
C: -1.0341 1.3126 -2.6842  -0.6824
O: -0.1486 2.4430 -2.5048  -0.3461
C: -0.6748 3.7630 -2.8277  -0.8894
H: -1.2802 0.1815 3.2013  0.3297
H: 0.2379 0.7917 3.6928  0.2187
H: -0.0689 -0.9490 3.9235  -0.4329
H: -1.3329 -1.1979 1.2758  0.4299
H: -0.1200 -2.3453 1.7207  0.0230
H: -0.3025 -2.0623 -0.7238  0.8072
H: 1.2856 -1.3704 -0.2986  0.0840
H: 0.0665 0.7762 -0.2283  -0.6951
H: -0.4191 -0.8696 -2.6538  0.7216
H: 0.7801 0.3139 -2.5968  0.1006
H: -1.9487 1.3133 -2.0912  0.1655
H: -1.2108 1.2383 -3.7572  0.3660
H: 0.1418 4.4720 -2.6915  0.4156
H: -1.4921 3.9863 -2.1420  0.2569
H: -1.0755 3.8924 -3.8331  0.1882
C: 4.6539 -2.6922 3.6510  -0.8508
O: 3.8858 -3.0125 2.5363  -0.0267
C: 3.8473 -4.4037 2.3144  -0.9974
C: 2.7456 -4.6828 1.3099  -0.2608
N: 3.3436 -4.4340 -0.0286  -0.4100
C: 2.3477 -4.8081 -1.0217  -0.3089
C: 2.8881 -4.3338 -2.3780  -0.8653
O: 3.0483 -2.8752 -2.4576  0.0172
C: 3.8171 -2.4523 -3.6178  -1.0183
H: 4.3140 -3.2566 4.5193  0.3999
H: 4.6272 -1.6365 3.9207  0.0067
H: 5.7054 -2.9301 3.4902  0.3645
H: 3.6325 -4.9352 3.2414  0.5757
H: 4.8191 -4.7729 1.9867  0.3759
H: 1.9010 -4.0077 1.4475  -0.0392
H: 2.4525 -5.7284 1.4037  0.4886
H: 3.4363 -3.4295 -0.0781  0.1560
H: 1.4501 -4.2356 -0.7881  0.0653
H: 2.0868 -5.8662 -1.0042  0.4343
H: 2.1514 -4.6832 -3.1014  0.4325
H: 3.8187 -4.8324 -2.6490  0.4436
H: 4.8557 -2.7720 -3.5323  0.3983
H: 3.9817 -1.3815 -3.4981  0.2897
H: 3.3390 -2.5421 -4.5932  0.2751
C: 3.3933 1.7162 7.2753  -1.2005
C: 4.2054 1.0992 6.2054  -0.7094
C: 3.3596 0.6678 4.9633  0.3496
C: 2.4938 -0.5320 5.1654  0.3570
N: 1.9470 -1.4737 5.3814  -0.5084
H: 2.5623 1.0445 7.4909  0.2911
H: 2.9460 2.6380 6.9033  0.3136
H: 3.8784 1.8507 8.2420  0.3745
H: 4.6529 0.2250 6.6782  0.2820
H: 5.0301 1.6942 5.8130  0.4367
H: 4.0611 0.5096 4.1441  -0.2814
H: 2.7694 1.5254 4.6405  0.3648
C: -3.5850 5.3298 -5.6069  -0.3799
C: -4.7436 4.3351 -5.8052  -0.5827
C: -5.5464 4.1384 -4.4884  -0.4734
C: -4.7938 3.6659 -3.3472  0.3047
N: -4.1867 3.2857 -2.4347  -0.4090
H: -2.8908 4.8456 -4.9200  -0.2308
H: -3.9676 6.1906 -5.0586  0.1662
H: -3.0694 5.5839 -6.5330  0.4038
H: -4.2712 3.3865 -6.0601  0.3049
H: -5.4110 4.6395 -6.6115  0.3580
H: -6.3254 3.4066 -4.7021  0.3197
H: -6.0657 5.0464 -4.1818  0.2921
C: -6.1383 0.1047 -1.0627  -1.3117
C: -4.8388 -0.2304 -0.2922  -0.2973
C: -4.0172 -1.4938 -0.7053  0.8386
C: -3.7758 -1.7260 -2.1342  0.1410
N: -3.5593 -1.8790 -3.2672  -0.5805
H: -6.8079 0.8041 -0.5620  0.3914
H: -6.7482 -0.7954 -1.1402  0.3703
H: -5.8556 0.4132 -2.0692  0.2602
H: -5.1812 -0.3996 0.7287  0.4103
H: -4.1838 0.6376 -0.2173  0.1134
H: -4.4982 -2.4384 -0.4514  0.4867
H: -3.0177 -1.4584 -0.2718  -0.8523
C: -2.3530 6.5388 -1.6663  -0.8083
C: -2.7719 7.9942 -1.4204  -0.7280
C: -3.8860 8.4341 -2.4179  -0.5207
C: -5.0980 7.5708 -2.3122  0.2578
N: -5.9961 6.8869 -2.2056  -0.4992
H: -1.4788 6.4287 -1.0247  0.2952
H: -2.0222 6.3708 -2.6912  0.2175
H: -3.1184 5.8038 -1.4174  0.3694
H: -1.8968 8.6268 -1.5693  0.3810
H: -3.0361 8.1001 -0.3683  0.3377
H: -3.6901 8.7257 -3.4497  0.3683
H: -4.2959 9.3778 -2.0582  0.3548

(3)
The following is a DFT calculation (ωB97M-V with the def2-TZVPD basis set) of the molecule C4H12NO2P.

The calculation puts the energy above the lowest of the compared OMol25 structures with the same formula, charge and spin at 103.4 kJ/mol. The strongest force on any atom is 3.74 eV/Å. The spin multiplicity is 1. The net charge is 0. The HOMO energy is -0.350 hartree.

Each line ends with the Mulliken charge.
Geometry (Å):
C: -1.2722 1.5576 -0.5486  -1.1656
N: -1.0402 0.3227 0.3274  -0.1155
C: -2.3702 -0.1626 0.6273  -1.0166
C: -0.1631 -0.6684 -0.3820  -0.7255
P: 1.5631 0.1113 -0.2554  0.8215
C: 2.6737 -1.3816 -0.2242  -1.0016
O: 2.0459 1.2663 -1.0560  -0.7318
O: 1.5882 0.3533 1.3125  -0.5257
H: -1.7061 1.3574 -1.5564  0.3202
H: -1.8827 2.1348 0.0271  0.5427
H: -0.4222 2.2364 -0.5773  0.3243
H: -2.1388 -1.1658 0.9300  0.4213
H: -2.5524 0.3235 1.6084  0.3401
H: -3.2303 0.0323 -0.1860  0.2548
H: -0.0458 -1.5310 0.2329  0.4269
H: -0.4361 -0.9883 -1.3834  0.4424
H: 2.9320 -1.7631 -1.2310  0.3132
H: 3.5560 -1.0274 0.3330  0.3282
H: 2.0831 -2.0100 0.4653  0.3329
H: 0.8184 1.0026 1.5363  0.4139

So what do the calculations give for E? Going down the list: -9810.950 -83248.514 -19216.687 eV.